Entry 1:
84
Properties=species:S:1:pos:R:3 method="wB97M-V/def2-TZVPD" total_charge=+2 homo_energy_ev="-10.5 / -13.0" fmax_ev_per_a=4.58 multiplicity=5 relative_energy_ev=0.000 gap_ev="5.759 / 4.336"
P 1.393 0.836 -1.704
P 0.942 -1.101 0.612
C 2.927 0.123 -0.937
C 2.617 -1.185 -0.206
H 3.336 0.885 -0.254
H 3.680 -0.023 -1.724
H 2.600 -2.032 -0.909
H 3.395 -1.405 0.540
C 1.294 -0.428 2.270
H 0.389 -0.541 2.879
H 1.544 0.638 2.200
H 2.128 -0.960 2.755
C 0.356 -2.813 0.786
H 1.105 -3.460 1.271
H 0.117 -3.223 -0.206
H -0.562 -2.796 1.390
C 1.583 2.628 -1.882
H 0.732 3.023 -2.444
H 2.507 2.884 -2.414
H 1.584 3.106 -0.893
C 1.257 0.075 -3.351
H 1.018 -0.993 -3.266
H 2.202 0.189 -3.893
H 0.460 0.572 -3.914
Pt -0.431 0.272 -0.544
C 6.100 -2.491 -0.004
C 6.068 -1.580 0.974
C 7.047 -0.451 1.146
C 7.670 0.139 -0.143
C 6.679 0.485 -1.224
C 6.238 -0.331 -2.188
C 6.681 -1.754 -2.399
C 7.091 -2.551 -1.137
C -1.457 1.529 -1.885
H 5.381 -3.323 -0.002
H 5.333 -1.676 1.783
H 7.874 -0.758 1.812
H 6.530 0.371 1.669
H 8.107 1.107 0.163
H 8.513 -0.477 -0.488
H 6.348 1.532 -1.200
H 5.559 0.057 -2.957
H 7.524 -1.791 -3.113
H 5.854 -2.301 -2.882
H 7.100 -3.610 -1.453
H 8.124 -2.316 -0.843
H -2.339 0.962 -2.184
H -0.882 1.833 -2.762
H -1.788 2.416 -1.329
N -2.084 -0.126 0.462
P -3.632 0.245 0.662
C -4.084 -0.034 2.385
C -3.196 -0.697 3.237
C -3.577 -0.933 4.566
C -4.825 -0.494 5.033
C -5.697 0.191 4.180
C -5.332 0.430 2.856
C -3.983 2.007 0.439
C -4.979 2.488 -0.430
C -5.151 3.865 -0.587
C -4.367 4.768 0.144
C -3.440 4.288 1.078
C -3.238 2.912 1.218
C -4.820 -0.710 -0.301
C -5.736 -1.582 0.320
C -6.781 -2.136 -0.425
C -6.848 -1.914 -1.805
C -5.861 -1.161 -2.445
C -4.835 -0.563 -1.704
H -2.218 -1.001 2.845
H -2.892 -1.451 5.235
H -5.105 -0.678 6.072
H -6.661 0.544 4.555
H -6.002 0.985 2.196
H -5.618 1.791 -0.975
H -5.905 4.235 -1.282
H -4.487 5.844 -0.004
H -2.871 4.982 1.701
H -2.507 2.525 1.934
H -5.646 -1.818 1.381
H -7.546 -2.736 0.068
H -7.661 -2.346 -2.388
H -5.882 -1.024 -3.527
H -4.062 0.012 -2.212

---

Entry 2:
84
Properties=species:S:1:pos:R:3 method="wB97M-V/def2-TZVPD" total_charge=+2 homo_energy_ev="-12.8 / -12.8" fmax_ev_per_a=5.16 multiplicity=3 relative_energy_ev=1.521 gap_ev="5.413 / 5.888"
P -0.210 -1.623 -3.815
P 0.177 2.039 -4.906
C -0.598 -0.741 -5.467
C 0.397 0.380 -5.789
H -1.621 -0.344 -5.415
H -0.615 -1.488 -6.281
H 1.416 0.039 -5.554
H 0.374 0.608 -6.860
C -0.809 2.964 -6.171
H -1.114 3.962 -5.807
H -1.716 2.412 -6.440
H -0.194 3.112 -7.066
C 1.770 2.923 -5.243
H 1.648 3.466 -6.189
H 2.597 2.210 -5.351
H 2.024 3.666 -4.472
C -1.558 -2.925 -3.861
H -1.411 -3.650 -3.046
H -1.564 -3.512 -4.794
H -2.544 -2.462 -3.717
C 1.343 -2.563 -4.184
H 2.245 -1.945 -4.049
H 1.333 -2.987 -5.204
H 1.414 -3.421 -3.494
W 0.148 -1.245 -1.006
C -0.410 3.144 -3.427
C -1.811 2.785 -3.363
C -2.357 1.482 -3.051
C -1.447 0.380 -2.348
C -0.152 0.099 -3.081
C 1.179 0.474 -2.663
C 1.606 1.836 -2.245
C 0.490 2.905 -2.146
C 0.899 -3.259 -0.800
H -0.287 4.193 -3.737
H -2.527 3.594 -3.462
H -2.726 0.982 -3.958
H -3.242 1.609 -2.414
H -1.259 0.612 -1.266
H -2.081 -0.540 -2.356
H -0.086 -2.339 -2.196
H 2.008 -0.266 -2.692
H 2.413 2.196 -2.910
H 2.091 1.732 -1.253
H -0.117 2.670 -1.257
H 0.988 3.871 -1.957
H 1.786 -2.934 -0.207
H 1.193 -3.925 -1.617
H 0.160 -3.743 -0.131
O 0.208 0.021 0.569
Si -0.088 0.660 2.006
C -1.859 1.179 2.379
C -2.778 1.502 1.373
C -4.057 1.980 1.718
C -4.418 2.134 3.066
C -3.497 1.828 4.075
C -2.232 1.332 3.722
C 0.390 -0.412 3.464
C -0.507 -1.343 4.006
C -0.114 -2.155 5.083
C 1.194 -2.069 5.577
C 2.089 -1.146 5.029
C 1.690 -0.328 3.964
C 0.933 2.235 2.180
C 0.472 3.265 2.995
C 1.214 4.436 3.149
C 2.415 4.585 2.454
C 2.892 3.548 1.647
C 2.142 2.377 1.497
H -2.512 1.400 0.313
H -4.782 2.236 0.937
H -5.412 2.505 3.342
H -3.738 1.956 5.133
H -1.520 1.075 4.513
H -1.517 -1.435 3.605
H -0.819 -2.867 5.510
H 1.512 -2.722 6.385
H 3.110 -1.078 5.402
H 2.390 0.383 3.528
H -0.476 3.140 3.526
H 0.829 5.224 3.795
H 2.982 5.506 2.560
H 3.839 3.656 1.121
H 2.518 1.566 0.866

---

Entry 3:
83
Properties=species:S:1:pos:R:3 method="wB97M-V/def2-TZVPD" total_charge=+2 homo_energy_ev="-12.1 / -13.3" fmax_ev_per_a=5.53 multiplicity=1 relative_energy_ev=1.060 gap_ev="5.248 / 6.177"
P -1.294 3.550 0.926
P 0.999 2.734 -2.605
C 0.155 3.950 -0.100
C -0.031 3.862 -1.651
H 1.072 3.395 0.177
H 0.417 4.999 0.103
H -1.074 3.674 -1.903
H 0.207 4.859 -2.086
C 2.494 3.819 -2.602
H 3.212 3.437 -3.350
H 2.942 3.871 -1.595
H 2.126 4.810 -2.918
C 0.908 3.152 -4.482
H 1.574 3.991 -4.736
H -0.097 3.468 -4.778
H 1.208 2.352 -5.172
C -1.793 4.908 2.049
H -2.785 4.666 2.471
H -1.836 5.876 1.513
H -1.099 4.971 2.903
C -2.644 3.081 -0.199
H -2.312 2.658 -1.157
H -3.232 3.995 -0.377
H -3.288 2.316 0.250
Sn -0.333 1.932 2.211
C 2.370 0.836 -3.419
C 2.117 1.281 -2.066
C 1.411 0.407 -1.039
C 0.020 -0.126 -1.500
C -0.695 0.595 -2.595
C -0.420 0.913 -3.885
C 0.373 0.020 -4.796
C 1.724 -0.310 -4.103
C -2.292 1.079 2.941
H 3.191 1.364 -3.938
H 3.014 1.750 -1.623
H 1.323 1.019 -0.123
H 2.051 -0.447 -0.763
H 0.066 -1.219 -1.640
H -0.602 -0.047 -0.591
H -1.695 0.847 -2.247
H -1.068 1.663 -4.364
H 0.517 0.518 -5.787
H -0.279 -0.870 -4.948
H 1.547 -1.174 -3.445
H 2.379 -0.665 -4.908
H -2.750 0.499 2.117
H -2.977 1.875 3.293
H -2.030 0.389 3.769
C 3.535 -3.175 -0.230
C 2.305 -3.334 -0.877
C 1.122 -3.083 -0.180
C 1.154 -2.432 1.073
C 2.390 -2.298 1.731
C 3.563 -2.726 1.098
Si -0.409 -1.776 1.859
C -1.659 -3.023 1.300
C -2.956 -2.704 0.860
C -3.797 -3.735 0.423
C -3.353 -5.062 0.398
C -2.068 -5.378 0.849
C -1.232 -4.367 1.326
C -0.301 -1.936 3.717
C -1.091 -2.902 4.373
C -0.893 -3.167 5.733
C 0.045 -2.428 6.468
C 0.789 -1.427 5.832
C 0.628 -1.178 4.464
H 4.472 -3.397 -0.752
H 2.258 -3.664 -1.912
H 0.168 -3.426 -0.598
H 2.431 -1.885 2.746
H 4.512 -2.672 1.639
H -3.286 -1.664 0.856
H -4.807 -3.500 0.096
H -4.003 -5.859 0.030
H -1.695 -6.402 0.837
H -0.224 -4.633 1.674
H -1.831 -3.480 3.809
H -1.479 -3.948 6.215
H 0.179 -2.628 7.534
H 1.507 -0.836 6.401
H 1.234 -0.398 3.976

---

Entry 4:
86
Properties=species:S:1:pos:R:3 method="wB97M-V/def2-TZVPD" homo_energy_ev=-6.8 fmax_ev_per_a=1.01 multiplicity=1 relative_energy_ev=0.262 gap_ev=7.427
Cu -0.700 -0.175 1.533
C -0.080 -0.130 -5.703
C 0.976 -0.157 -4.591
C 1.035 1.226 -3.946
C 2.350 -0.462 -5.200
C 0.610 -1.247 -3.584
C 0.575 -2.595 -4.001
C 0.244 -3.625 -3.146
C -0.062 -3.313 -1.820
S -0.517 -4.328 -0.491
C -0.637 -2.917 0.533
N -0.345 -1.798 -0.060
C -0.028 -1.992 -1.390
C 0.300 -0.960 -2.270
C -1.010 -2.989 1.966
C -1.311 -4.226 2.536
C -1.596 -4.304 3.887
C -1.559 -3.138 4.648
C -1.267 -1.917 4.053
C -0.995 -1.777 2.685
H 0.163 0.640 -6.439
H -1.068 0.089 -5.294
H -0.139 -1.086 -6.224
H 1.332 1.963 -4.694
H 1.763 1.266 -3.133
H 0.065 1.533 -3.549
H 2.632 0.326 -5.901
H 2.353 -1.407 -5.743
H 3.115 -0.519 -4.424
H 0.808 -2.836 -5.029
H 0.220 -4.646 -3.502
H 0.309 0.052 -1.887
H -1.325 -5.132 1.938
H -1.836 -5.255 4.344
H -1.763 -3.190 5.712
H -1.248 -1.037 4.690
C 1.236 2.324 4.479
P 0.859 1.605 2.833
C -0.185 3.010 2.227
C 2.426 1.926 1.904
C 2.917 3.224 1.750
C 4.098 3.478 1.075
C 4.824 2.411 0.554
C 4.343 1.122 0.717
C 3.140 0.863 1.377
P 2.509 -0.871 1.571
C 3.727 -1.475 2.807
C 3.189 -1.682 0.067
H 1.597 3.349 4.387
H 1.983 1.726 5.001
H 0.325 2.320 5.077
H 0.189 3.987 2.537
H -1.194 2.886 2.625
H -0.248 2.977 1.138
H 2.368 4.060 2.166
H 4.454 4.494 0.963
H 5.755 2.583 0.030
H 4.917 0.298 0.313
H 4.756 -1.233 2.531
H 3.630 -2.558 2.893
H 3.511 -1.043 3.784
H 4.279 -1.727 0.039
H 2.831 -1.170 -0.826
H 2.802 -2.701 0.033
C -2.277 3.238 -1.136
C -3.101 2.592 -0.029
As -2.536 0.760 0.321
C -3.032 -0.119 -1.354
C -4.398 0.248 -1.917
C -4.004 0.184 1.485
C -3.863 0.784 2.877
H -2.595 4.266 -1.322
H -2.374 2.690 -2.076
H -1.215 3.261 -0.883
H -4.165 2.580 -0.277
H -2.992 3.134 0.912
H -2.961 -1.187 -1.135
H -2.241 0.090 -2.077
H -5.202 0.045 -1.210
H -4.604 -0.332 -2.818
H -4.457 1.302 -2.191
H -3.943 -0.905 1.528
H -4.960 0.455 1.030
H -2.877 0.565 3.295
H -4.607 0.365 3.557
H -4.002 1.867 2.865

---

Entry 5:
90
Properties=species:S:1:pos:R:3 method="wB97M-V/def2-TZVPD" homo_energy_ev="-5.6 / -7.7" fmax_ev_per_a=3.96 multiplicity=4 gap_ev="5.674 / 7.467"
Co -0.849 -1.823 -2.134
C -0.600 1.251 2.505
C -1.423 0.993 1.497
C -1.032 1.210 0.076
C 0.225 0.416 -0.363
C 1.585 0.618 0.311
C 2.079 1.694 0.985
C 1.217 2.847 1.394
C 0.278 2.470 2.606
C 0.490 -2.071 3.709
H -0.978 0.968 3.494
H -2.323 0.426 1.678
H -0.860 2.282 -0.172
H -1.891 0.807 -0.486
H -0.078 -0.687 -0.475
H 0.388 0.767 -1.393
H 2.227 -0.263 0.216
H 3.062 1.702 1.487
H 0.657 3.212 0.519
H 1.869 3.662 1.782
H 0.930 2.278 3.488
H -0.289 3.423 2.738
H -0.348 -2.763 3.724
H 1.380 -2.584 4.043
H 0.611 -1.737 2.684
P 1.475 -1.193 -2.756
P -2.173 -0.415 -2.967
N 3.024 -0.081 -3.085
N 2.264 -2.463 -3.712
N -2.244 1.288 -3.386
N -3.685 -1.001 -3.456
C 0.478 -0.400 -4.048
C -0.892 -1.078 -4.172
C 4.170 -0.001 -2.308
C 5.152 0.741 -2.982
C 4.585 1.132 -4.232
C 3.305 0.585 -4.267
C 2.474 -3.767 -3.270
C 2.971 -4.529 -4.329
C 3.022 -3.676 -5.472
C 2.620 -2.416 -5.060
C -2.497 2.417 -2.605
C -2.300 3.539 -3.411
C -1.837 3.097 -4.699
C -1.816 1.717 -4.649
C -4.427 -0.462 -4.499
C -5.262 -1.454 -4.972
C -5.023 -2.637 -4.191
C -4.042 -2.342 -3.263
H 0.970 -0.394 -5.022
H 0.352 0.639 -3.722
H -1.262 -1.183 -5.198
H -0.812 -2.160 -3.776
H 4.208 -0.462 -1.329
H 6.155 0.948 -2.639
H 5.019 1.718 -5.032
H 2.599 0.621 -5.076
H 2.275 -4.027 -2.251
H 3.321 -5.547 -4.296
H 3.328 -3.931 -6.470
H 2.596 -1.492 -5.600
H -2.877 2.333 -1.587
H -2.579 4.541 -3.121
H -1.586 3.654 -5.599
H -1.561 0.971 -5.386
H -4.224 0.547 -4.827
H -5.955 -1.312 -5.781
H -5.535 -3.579 -4.331
H -3.557 -2.917 -2.485
C -1.999 -0.417 7.222
C -1.021 0.214 6.248
C -1.468 1.630 5.966
O -1.109 -0.578 5.032
B 0.179 -0.914 4.678
O 1.139 -0.192 5.359
C 0.520 0.110 6.619
C 1.201 1.346 7.173
C 0.800 -1.061 7.560
H -1.804 -1.481 7.393
H -3.017 -0.341 6.837
H -1.981 0.115 8.175
H -2.474 1.610 5.530
H -1.510 2.196 6.903
H -0.778 2.131 5.278
H 0.729 1.600 8.120
H 2.267 1.193 7.379
H 1.139 2.234 6.537
H 0.350 -2.004 7.221
H 1.884 -1.236 7.630
H 0.409 -0.823 8.550